No. 1
DFT (ωB97M-V/def2-TZVPD) results for a molecular structure, C5H13N2O.

The geometry in XYZ format:
```
21
Properties=species:S:1:pos:R:3:lowdin_charge:R:1
C -0.92 -0.13 0.46 -0.288
N -1.00 -0.04 1.76 0.035
C -0.30 3.08 2.61 -0.053
C -0.02 -1.03 -0.34 -0.440
C -0.78 -2.20 -0.98 -0.071
N 0.72 -0.17 -1.27 -0.055
C 1.73 -0.87 -2.21 -0.558
O 1.31 -1.83 -2.99 -0.322
H 0.00 0.33 1.44 0.080
H -1.73 0.39 -0.10 0.111
H 0.55 3.49 3.15 0.013
H -0.18 2.40 1.79 -0.016
H -0.99 3.89 2.35 0.013
H -0.89 2.51 3.32 0.005
H 0.67 -1.42 0.41 0.129
H -1.49 -1.93 -1.75 0.069
H -1.23 -2.77 -0.16 0.069
H -0.02 -2.85 -1.41 0.059
H 0.04 0.34 -1.84 0.075
H 2.47 -1.21 -1.44 0.076
H 2.08 0.03 -2.77 0.069
```

**Frontier orbital gap**: 6.475 eV
**HOMO**: -0.1050 Eh
**Net charge**: -1



No. 2
DFT (ωB97M-V/def2-TZVPD) results for a molecular structure, C5H13N2O.

The geometry in XYZ format:
```
21
Properties=species:S:1:pos:R:3:lowdin_charge:R:1
C 0.72 -1.80 0.56 -0.277
N -0.30 -2.39 1.43 -0.049
C 0.32 -0.27 0.21 -0.458
C 1.15 0.11 -1.01 -0.244
C 0.93 1.58 -1.43 -0.128
N -1.11 -0.24 0.08 -0.060
C -1.85 1.37 0.72 -0.419
O -1.57 2.39 0.04 -0.230
H 1.65 -1.97 1.12 0.088
H 0.83 -2.31 -0.40 0.083
H -0.28 -1.98 2.36 0.050
H -1.11 -2.03 0.98 0.000
H 0.67 0.18 1.14 0.122
H 2.21 -0.04 -0.86 0.093
H 0.76 -0.46 -1.86 0.098
H -0.03 1.64 -1.94 0.054
H 0.82 2.21 -0.55 0.055
H 1.71 2.03 -2.05 0.052
H -1.35 -0.23 -0.91 0.053
H -1.30 1.24 1.68 0.062
H -2.87 0.97 0.69 0.058
```

**Frontier orbital gap**: 7.202 eV
**HOMO**: -0.1122 Eh
**Net charge**: -1



No. 3
DFT (ωB97M-V/def2-TZVPD) results for a gas-phase ion, C5H13N2O (charge -1).

The geometry in XYZ format:
```
21
Properties=species:S:1:pos:R:3:lowdin_charge:R:1
C -1.17 -1.89 -0.02 -0.080
C -0.45 -0.54 0.06 -0.483
C -1.20 0.64 -0.63 -0.170
C -0.75 0.84 -2.12 -0.297
N 0.68 1.17 -2.35 -0.021
N -0.24 -0.09 1.42 -0.044
C 1.28 0.37 1.65 -0.530
O 1.95 -0.57 2.28 -0.348
H -0.40 -2.60 0.34 0.078
H -1.48 -2.15 -1.04 0.064
H -1.97 -1.95 0.72 0.060
H 0.52 -0.64 -0.56 0.122
H -2.26 0.42 -0.57 0.093
H -0.92 1.61 -0.21 0.097
H -1.37 1.66 -2.53 0.090
H -0.92 -0.05 -2.73 0.089
H 0.92 2.09 -2.00 0.049
H 1.21 0.46 -1.88 0.030
H -0.51 -0.74 2.15 0.069
H 1.11 1.19 2.43 0.065
H 1.72 0.74 0.71 0.067
```

**Frontier orbital gap**: 6.260 eV
**SMILES**: C[C@@H](CCN)NC[O-]
**HOMO**: -0.0905 Eh
**Net charge**: -1



No. 4
DFT (ωB97M-V/def2-TZVPD) results for a gas-phase ion, C5H13N2O (charge -2).

The geometry in XYZ format:
```
21
Properties=species:S:1:pos:R:3:mulliken_spin:R:1
C 1.31 -1.78 -0.65 0.757
N 1.30 -0.35 -0.84 -0.080
C 0.60 0.48 0.09 -0.223
C -0.89 0.82 -0.23 -0.339
C -1.92 -0.30 -0.18 2.346
N -2.40 -0.37 1.23 0.160
C 1.38 1.78 0.40 0.046
O 2.75 1.65 0.34 -0.016
H 1.31 -2.27 -1.65 -0.114
H 0.36 -2.23 -0.37 -0.480
H 2.23 -2.14 -0.18 0.070
H 2.24 0.00 -0.98 -0.007
H 0.50 0.00 1.11 -0.005
H -0.89 1.30 -1.23 -0.143
H -1.08 1.68 0.42 -0.034
H -1.58 -1.21 -0.65 0.623
H -2.76 -0.01 -0.82 -0.841
H -3.05 -1.15 1.33 -0.535
H -1.64 -0.63 1.83 -0.193
H 1.05 2.55 -0.36 0.004
H 1.17 2.16 1.41 0.006
```

**2S+1**: 2
**Frontier orbital gap (spin up / spin down)**: 2.857 / 6.679 eV
**HOMO (spin up / spin down)**: 0.1466 / 0.0074 Eh
**Net charge**: -2



Short version: max |F| = 3.41; 2.85; 3.84; 2.46 eV/A, in the order given.
Short version: electronic energy = -382.93419; -383.01759; -383.01572; -382.86398 hartree, in the order given.
Short version: energy relative to the best compared isomer or geometry (same formula, charge and spin) = 81.4; 29.0; 30.2; 20.9 kcal/mol, in the order given.